{"formula": "C19H24ClIN7O6Ti", "method": "ωB97M-V with the def2-TZVPD basis set", "e_above_lowest_kj_mol": 12.0, "orbital_gap_ev": 7.62, "e_tot_ha": -3180.5755, "spin_multiplicity": 1, "charge": 1, "elements": ["Ti", "O", "C", "C", "N", "C", "C", "O", "O", "C", "C", "O", "O", "H", "H", "H", "H", "H", "H", "H", "H", "H", "C", "N", "C", "C", "N", "N", "C", "N", "N", "H", "H", "H", "H", "H", "H", "H", "H", "H", "H", "H", "Cl", "C", "C", "C", "I", "C", "O", "C", "N", "C", "C", "C", "C", "H", "H", "H", "H"], "xyz": [[-0.30124, 0.44449, -0.00125], [-1.41290, -1.42141, 2.91597], [-2.59652, -0.62601, 2.89676], [-2.30810, 0.80614, 2.49466], [-2.19368, 1.15086, 1.04402], [-2.08842, 2.61451, 0.95553], [-0.65702, 2.96899, 1.33870], [-0.31487, 4.04093, 1.75264], [0.16728, 1.94539, 1.14184], [-3.27708, 0.55202, 0.25901], [-2.84677, -0.87119, -0.08596], [-3.61050, -1.72416, -0.44987], [-1.54437, -1.04867, 0.06842], [-1.68888, -2.34350, 2.96345], [-3.01425, -0.57705, 3.90644], [-3.35841, -1.08017, 2.25949], [-1.39830, 1.14639, 2.99216], [-3.13486, 1.40669, 2.88954], [-2.79370, 3.13200, 1.60815], [-2.25636, 2.93088, -0.07376], [-3.40066, 1.11005, -0.66947], [-4.23581, 0.54343, 0.78183], [4.01481, -1.19076, 3.04737], [2.62930, -1.33863, 2.61239], [1.77428, -2.31874, 3.27788], [2.12438, -0.62914, 1.58975], [0.92881, -0.80618, 1.10187], [2.96834, 0.32730, 1.06331], [2.76700, 1.10028, -0.06613], [3.84116, 1.85490, -0.41400], [1.67191, 1.04519, -0.72493], [4.19105, -0.21816, 3.51451], [4.71290, -1.34333, 2.22167], [4.22624, -1.95172, 3.79036], [2.29421, -2.69515, 4.15234], [1.55281, -3.16144, 2.61825], [0.84435, -1.85568, 3.60653], [0.37069, -1.50019, 1.58795], [3.84125, 0.46415, 1.54041], [4.58321, 2.01423, 0.24568], [3.69334, 2.59944, -1.07437], [1.65651, 1.65638, -1.53331], [-0.74900, -0.62688, -6.93677], [-0.81385, -0.00758, -5.32370], [-1.40057, 1.20078, -5.08602], [-1.47603, 1.73491, -3.77547], [-2.41126, 3.54784, -3.44507], [-0.94565, 1.02996, -2.73063], [-0.97209, 1.42226, -1.45236], [-0.33249, -0.22299, -2.97594], [0.15050, -0.83926, -1.87010], [0.69697, -2.02254, -2.00371], [0.81507, -2.66195, -3.25051], [0.34572, -2.04316, -4.37703], [-0.25901, -0.77410, -4.26366], [-1.82163, 1.75855, -5.91071], [1.05620, -2.49552, -1.09783], [1.27284, -3.63940, -3.29921], [0.42319, -2.51429, -5.34716]], "atomic_forces_ev_per_a": [[-0.22, 0.04, 0.05], [0.01, -0.03, 0.02], [-0.03, 0.00, 0.00], [-0.01, 0.04, 0.02], [-0.03, -0.01, -0.03], [0.00, 0.06, 0.06], [0.11, -0.02, 0.04], [-0.07, 0.02, -0.01], [-0.04, -0.09, -0.09], [-0.03, -0.02, 0.01], [-0.02, -0.13, 0.01], [-0.02, 0.06, 0.03], [0.08, 0.16, -0.10], [0.01, 0.02, -0.02], [0.02, 0.00, 0.00], [0.01, 0.00, 0.01], [0.01, -0.03, 0.00], [0.00, 0.00, -0.01], [-0.01, -0.01, -0.01], [0.01, 0.00, -0.01], [0.02, 0.00, 0.00], [0.01, 0.00, 0.00], [-0.02, 0.00, -0.01], [0.02, -0.03, 0.01], [-0.01, 0.03, 0.01], [-0.01, 0.00, 0.00], [0.16, -0.01, 0.06], [0.02, 0.02, -0.01], [-0.04, 0.00, -0.01], [0.01, -0.01, 0.02], [0.09, -0.02, 0.03], [0.01, 0.00, 0.01], [0.00, 0.00, 0.00], [0.00, 0.00, 0.01], [0.01, 0.00, -0.01], [-0.01, 0.00, 0.00], [-0.01, 0.00, -0.01], [0.00, 0.00, 0.00], [-0.01, 0.00, 0.01], [0.01, 0.00, -0.01], [-0.01, 0.00, 0.00], [0.01, -0.01, -0.01], [0.00, 0.01, 0.00], [0.00, -0.02, -0.02], [-0.01, 0.03, 0.03], [0.07, -0.20, -0.14], [-0.03, 0.08, 0.06], [-0.02, 0.11, 0.04], [-0.02, -0.02, 0.02], [-0.01, 0.00, -0.07], [0.01, -0.07, -0.05], [-0.01, 0.03, 0.01], [0.01, -0.01, 0.01], [0.00, -0.01, 0.00], [0.00, 0.03, 0.04], [0.00, 0.00, 0.00], [0.00, 0.00, 0.00], [0.00, 0.00, -0.02], [0.00, 0.00, 0.00]]}

=====

{"formula": "C19H24N2O2", "method": "ωB97M-V with the def2-TZVPD basis set", "e_above_lowest_kj_mol": 1645.6, "orbital_gap_ev": 7.85, "e_tot_ha": -997.8076, "spin_multiplicity": 1, "charge": 0, "elements": ["C", "H", "H", "H", "C", "N", "C", "C", "C", "C", "C", "C", "H", "C", "H", "H", "H", "N", "C", "O", "C", "C", "C", "C", "C", "C", "H", "H", "H", "O", "C", "H", "H", "H", "H", "H", "H", "H", "C", "C", "H", "H", "H", "H", "H", "H", "H"], "xyz": [[-4.00735, -0.46020, 2.15580], [-4.66140, -0.30235, 2.83009], [-3.71122, -1.43722, 1.96988], [-3.08124, -0.00612, 2.35273], [-4.51274, -0.07784, 0.57735], [-3.62615, -0.12981, -0.28571], [-2.46452, 0.50985, -0.12355], [-2.22294, 1.77166, 0.42377], [-1.05922, 2.45697, 0.48286], [0.11284, 1.99978, -0.21838], [-0.14377, 1.17433, -1.07086], [-1.39355, 0.38551, -1.20470], [-1.33972, -0.72516, -1.89585], [1.02368, 0.63636, -1.99216], [1.70200, 1.33875, -2.32618], [1.47658, -0.33566, -1.49669], [0.61130, 0.08875, -2.93289], [1.23925, 2.72815, -0.03604], [2.63833, 2.44906, 0.07565], [3.45478, 3.14809, 0.18267], [2.64691, 0.90658, 0.43936], [3.69340, 0.33651, 0.19697], [4.03396, -0.96869, 0.44442], [3.07810, -1.67716, 1.41559], [2.05167, -0.87630, 1.50685], [1.90480, 0.29705, 1.39174], [0.98845, 0.61661, 1.81621], [1.41531, -1.38789, 2.39285], [3.24983, -2.79350, 1.61248], [5.12558, -1.86992, 0.02671], [6.06241, -1.10738, -0.92252], [6.77276, -2.00640, -1.19077], [6.55079, -0.32194, -0.35712], [5.59210, -1.02139, -1.84429], [4.44775, 0.71971, -0.60199], [1.24478, 3.98718, -0.20280], [-0.86889, 3.28982, 1.06314], [-3.00449, 2.12395, 1.43929], [-3.80213, -1.07221, -1.26225], [-3.36214, -2.34562, -0.72142], [-3.72508, -2.91192, 0.20307], [-3.48109, -3.13002, -1.37865], [-2.29676, -2.43659, -0.50787], [-4.91056, -1.34030, -1.42699], [-3.43192, -0.77920, -2.30421], [-4.64685, 1.09157, 0.83486], [-5.36361, -0.53546, 0.46958]], "atomic_forces_ev_per_a": [[3.29, -0.75, -7.43], [-4.74, 0.90, 4.66], [0.10, -2.40, 0.59], [1.02, 1.27, 0.29], [-2.24, 7.62, 12.87], [5.81, 0.39, -5.32], [4.84, 1.50, -6.63], [-3.56, 1.47, 6.41], [1.51, -1.78, -0.91], [-2.04, 8.09, 7.06], [-1.36, -11.61, -10.21], [-0.05, -2.83, 1.60], [-0.06, 3.90, 2.06], [-2.98, -4.71, 0.06], [1.64, 1.40, -0.27], [-0.33, 2.32, -0.59], [0.25, 1.39, 1.34], [4.23, 7.93, -0.72], [-14.33, -12.08, 0.63], [11.00, 9.63, 0.46], [-5.71, 8.26, 2.51], [13.48, -5.31, -7.43], [-0.77, -6.42, 4.02], [7.23, -1.49, -6.18], [-3.02, -15.62, 9.41], [-5.08, 13.02, -2.36], [-0.56, 1.48, 0.15], [0.18, 1.10, -2.03], [-0.64, 2.05, 0.01], [-1.00, 4.78, -0.95], [1.10, -5.35, 2.37], [-0.66, 2.02, 0.85], [-0.07, 0.29, -0.60], [-1.14, 1.43, -1.41], [-1.29, 0.23, 1.40], [-0.72, -4.93, 0.65], [-0.38, 1.65, 1.37], [2.06, -0.80, -3.50], [-2.39, -2.02, -3.04], [2.61, -3.54, 1.93], [-0.67, 1.95, -0.69], [-0.43, -1.72, -2.16], [0.43, 0.65, -0.12], [1.10, 1.47, 0.11], [-0.06, -0.52, 1.63], [-1.05, -1.93, -0.73], [-4.56, -2.40, -1.17]]}

=====

{"formula": "C19H24N2O3S", "method": "ωB97M-V with the def2-TZVPD basis set", "e_above_lowest_kj_mol": 130.0, "orbital_gap_ev": 9.11, "e_tot_ha": -1471.8146, "spin_multiplicity": 1, "charge": 0, "elements": ["O", "C", "N", "H", "C", "C", "H", "H", "S", "C", "C", "C", "C", "C", "O", "H", "H", "H", "H", "H", "H", "H", "C", "C", "C", "C", "C", "C", "H", "H", "C", "N", "C", "C", "H", "O", "C", "C", "H", "H", "H", "H", "H", "H", "H", "H", "H", "H", "H"], "xyz": [[-2.70273, -0.99959, 2.75059], [-1.62216, -1.14420, 2.21644], [-0.45515, -1.19544, 2.90851], [0.41735, -1.16861, 2.40343], [-0.40018, -0.92747, 4.32212], [0.45896, 0.29008, 4.63689], [1.46487, 0.16096, 4.24026], [0.50710, 0.44490, 5.71470], [-0.22928, 1.81877, 3.89148], [1.23022, 2.42529, 2.94225], [1.39364, 1.78503, 1.61934], [1.21386, 2.28757, 0.36409], [1.57027, 1.25607, -0.53838], [1.92629, 0.19680, 0.23248], [1.82410, 0.50195, 1.54271], [2.26493, -0.79129, -0.00991], [1.58515, 1.31946, -1.60729], [0.87955, 3.27331, 0.11488], [2.10386, 2.27512, 3.57675], [1.05301, 3.49027, 2.80848], [-1.43114, -0.76544, 4.64834], [0.00975, -1.79711, 4.85240], [-1.47050, -1.31596, 0.74238], [-2.32230, -0.60672, -0.09678], [-2.23449, -0.75370, -1.46712], [-1.31064, -1.62750, -2.03070], [-0.48282, -2.35802, -1.18512], [-0.55453, -2.20237, 0.18696], [0.08125, -2.79924, 0.82595], [0.21649, -3.06710, -1.60588], [-1.15234, -1.71524, -3.52820], [-0.17336, -0.77810, -4.07053], [1.18261, -1.04152, -3.62142], [2.14132, -0.08966, -4.33702], [3.16065, -0.22094, -3.96938], [1.80028, 1.25461, -4.09259], [0.49060, 1.51067, -4.54474], [-0.52333, 0.61270, -3.83632], [-1.51830, 0.79528, -4.24809], [-0.53196, 0.86199, -2.76175], [0.29021, 2.56194, -4.33064], [0.43341, 1.33933, -5.62978], [2.11180, -0.28891, -5.41843], [1.43958, -2.07260, -3.87544], [1.29168, -0.90240, -2.53282], [-2.10549, -1.50176, -4.01961], [-0.82972, -2.71915, -3.81746], [-2.90077, -0.19537, -2.10901], [-3.04876, 0.05814, 0.34513]], "atomic_forces_ev_per_a": [[-0.29, 0.15, 0.01], [0.28, -0.14, 0.03], [0.27, -0.12, 0.08], [-0.16, 0.09, -0.08], [-0.06, -0.02, 0.18], [-0.29, 0.36, -0.15], [0.07, -0.03, 0.09], [0.11, -0.11, -0.02], [0.31, -0.07, -0.02], [-0.45, -0.53, 0.33], [-0.19, 0.85, -0.50], [0.09, -0.16, 0.73], [0.17, -0.53, 0.15], [-0.04, 0.18, -0.90], [0.09, -0.03, 0.55], [0.05, -0.14, 0.04], [0.03, -0.09, -0.26], [-0.06, 0.26, 0.02], [0.06, 0.15, -0.06], [0.13, -0.01, -0.03], [0.16, -0.10, 0.03], [-0.12, 0.11, 0.02], [-0.13, -0.04, -0.28], [0.04, 0.00, 0.16], [0.04, -0.10, 0.04], [0.01, -0.07, 0.01], [-0.10, 0.01, -0.08], [-0.07, 0.07, 0.12], [0.05, -0.04, 0.07], [0.07, -0.07, -0.05], [0.02, 0.02, -0.06], [0.04, 0.00, -0.08], [0.22, 0.27, -0.18], [0.04, -0.42, 0.09], [-0.05, -0.05, -0.06], [0.10, 0.14, 0.14], [-0.43, 0.02, 0.02], [0.28, 0.22, -0.14], [-0.04, 0.05, 0.04], [-0.04, 0.02, -0.10], [-0.04, -0.06, -0.06], [-0.01, 0.05, 0.07], [0.04, -0.01, 0.07], [0.05, -0.03, 0.06], [0.03, -0.06, -0.07], [0.00, -0.09, 0.03], [-0.09, 0.00, 0.01], [-0.06, 0.07, -0.08], [-0.08, 0.04, 0.05]]}

=====

{"formula": "C19H24N2O4", "method": "ωB97M-V with the def2-TZVPD basis set", "e_above_lowest_kj_mol": 183.3, "orbital_gap_ev": 8.15, "e_tot_ha": -1148.8826, "spin_multiplicity": 1, "charge": 0, "elements": ["C", "C", "H", "H", "O", "C", "O", "C", "C", "C", "C", "C", "C", "H", "N", "H", "H", "N", "H", "C", "H", "H", "C", "C", "C", "C", "C", "C", "C", "H", "O", "C", "H", "H", "H", "O", "C", "H", "H", "H", "H", "H", "H", "H", "H", "H", "H", "H", "H"], "xyz": [[4.05992, -6.53356, 1.68561], [3.03120, -6.22325, 0.61427], [3.35636, -6.58706, -0.36769], [2.06495, -6.68912, 0.84169], [2.85968, -4.81094, 0.54945], [1.95417, -4.36954, -0.34326], [1.31598, -5.12098, -1.04692], [1.83549, -2.90452, -0.35887], [2.58359, -2.08205, 0.47746], [2.43553, -0.71215, 0.40889], [1.54719, -0.11939, -0.48828], [0.75115, -0.95653, -1.30689], [0.91870, -2.32514, -1.23791], [0.32714, -2.97800, -1.86347], [-0.15628, -0.38648, -2.21115], [-0.70201, -1.09034, -2.68964], [-0.76479, 0.31239, -1.79966], [1.47236, 1.24777, -0.64840], [0.76984, 1.53164, -1.31454], [1.64787, 2.17523, 0.44055], [1.60236, 3.18173, 0.01805], [2.63814, 2.03946, 0.88134], [0.57046, 2.02304, 1.53838], [-0.79979, 2.04736, 0.92632], [-1.48202, 0.87055, 0.66236], [-2.70919, 0.91222, 0.02900], [-3.29362, 2.11195, -0.36623], [-2.60320, 3.31199, -0.10741], [-1.37335, 3.25081, 0.53451], [-0.83351, 4.16181, 0.74021], [-3.17421, 4.49281, -0.51555], [-2.52169, 5.70067, -0.21806], [-3.17359, 6.48347, -0.60351], [-1.54778, 5.76841, -0.71422], [-2.39335, 5.83722, 0.86060], [-4.49339, 1.96400, -0.99658], [-5.33825, 3.06614, -1.23852], [-4.91765, 3.74598, -1.98208], [-5.55050, 3.62010, -0.32149], [-6.26246, 2.63415, -1.62247], [-3.25637, 0.00578, -0.17747], [-1.06045, -0.07961, 0.95530], [0.72349, 1.07205, 2.05023], [0.68884, 2.83247, 2.26043], [3.03643, -0.08649, 1.05016], [3.28176, -2.51959, 1.17260], [5.00541, -6.05486, 1.44491], [4.21016, -7.60750, 1.74872], [3.71925, -6.16412, 2.64926]], "atomic_forces_ev_per_a": [[-0.27, 0.30, -0.26], [-0.02, -0.56, -0.05], [-0.10, 0.04, 0.15], [0.16, 0.06, -0.08], [0.08, 0.29, 0.11], [-0.13, -0.45, -0.15], [0.11, 0.13, 0.11], [0.01, 0.44, 0.03], [-0.13, -0.28, -0.11], [-0.11, 0.15, 0.01], [0.09, -0.32, -0.09], [0.14, -0.10, 0.22], [0.17, -0.02, 0.19], [-0.08, -0.06, -0.06], [-0.01, 0.15, -0.25], [-0.02, 0.14, 0.03], [-0.07, -0.12, 0.03], [-0.25, 0.16, -0.48], [0.14, 0.02, 0.04], [-0.04, -0.07, 0.33], [0.07, -0.05, 0.05], [0.00, 0.13, -0.04], [0.15, 0.06, -0.26], [-0.03, -0.09, 0.12], [0.01, 0.15, 0.09], [-0.14, 0.26, -0.08], [0.03, -0.16, 0.03], [-0.16, 0.13, -0.12], [-0.03, 0.01, 0.00], [0.02, 0.15, 0.01], [-0.05, -0.54, -0.01], [0.11, 0.21, 0.04], [0.09, -0.01, 0.05], [-0.03, -0.01, 0.04], [0.01, -0.01, -0.04], [0.36, -0.14, 0.05], [-0.38, 0.30, -0.15], [-0.07, -0.07, 0.08], [0.00, -0.03, -0.06], [0.04, 0.05, 0.04], [-0.10, -0.10, -0.03], [0.07, -0.11, 0.03], [0.00, 0.02, 0.08], [0.03, -0.03, 0.09], [0.07, 0.09, 0.05], [0.07, -0.02, 0.05], [0.13, 0.00, 0.02], [0.03, -0.10, 0.02], [0.01, -0.01, 0.13]]}